Arrangement w

17
Properties=species:S:1:pos:R:3 method="wB97M-V/def2-TZVPD" multiplicity=2 e_lumo_ev="-4.3 / -9.6" charge=+1 homo_energy_ha="-0.5360 / -0.5360"
C -0.9507 0.7446 -1.9759
C -1.4581 0.3933 -0.4697
O -1.6339 1.2599 0.3568
N -1.5344 -0.9154 -0.2701
H 0.1351 0.7569 -1.8767
H -1.3017 1.7437 -2.2086
H -2.0120 -1.2154 0.5667
H -1.6767 -1.5648 -1.0178
H -1.2931 -0.1073 -2.5458
C 2.2077 -0.0884 1.6487
C 2.7464 -1.0450 0.5859
H 2.3148 0.9487 1.3463
H 1.1987 -0.4408 1.8885
H 2.6816 -0.1427 2.6303
H 3.1779 -1.9539 1.0113
H 3.5729 -0.6585 -0.0104
H 1.9568 -1.3766 -0.0898

=====

Arrangement x

17
Properties=species:S:1:pos:R:3 method="wB97M-V/def2-TZVPD" multiplicity=2 e_lumo_ev="-3.5 / -8.6" charge=+1 homo_energy_ha="-0.4904 / -0.4904"
C 1.3240 -0.9397 -2.8020
N 1.1090 -1.7454 -1.6352
C 0.7752 -0.9513 -0.4484
C -0.0777 1.3589 -0.6124
C -0.3664 0.0674 -0.6172
H 0.3532 -0.5453 -3.1262
H 1.4247 -1.6044 -3.6666
H 2.1730 -0.2369 -2.7757
H 1.8660 -2.3973 -1.3983
H 0.5610 -1.5230 0.4533
H 1.6690 -0.3779 -0.1444
H -0.8333 2.0921 -0.8252
H 0.9395 1.7085 -0.7007
H -1.2368 -0.5302 -0.8648
H -2.8291 2.5668 4.6996
H -2.3872 1.0184 4.9052
O -2.4179 1.9162 5.2571

=====

arrangement w comes first in stability; the runner-up is 0.948 eV higher.

=====

Arrangement w

11
Properties=species:S:1:pos:R:3 method="wB97M-V/def2-TZVPD" e_lumo_ev=3.9 charge=-1 homo_energy_ha=-0.1130
S -0.6047 2.3800 -0.0019
H -1.3017 3.2222 -0.7844
C 1.1246 -0.6794 0.2863
C -0.3534 -0.9732 0.3593
S -1.2443 -0.6187 -1.2115
H 1.7497 -1.3853 -0.2672
H 1.3300 0.3158 -0.1307
H 1.6789 -0.5804 1.2357
H -0.8035 -0.5690 1.2747
H -0.5091 -2.0507 0.3112
H -1.0664 0.9388 -1.0713

=====

Arrangement x

11
Properties=species:S:1:pos:R:3 method="wB97M-V/def2-TZVPD" e_lumo_ev=3.6 charge=-1 homo_energy_ha=-0.1079
S -0.0868 -2.5504 1.4464
H 0.9969 -2.7642 0.6921
C -0.3484 1.1520 0.4951
C 0.3620 0.6896 -0.7681
S -0.5346 -0.6446 -1.6484
H -1.4193 1.1702 0.3013
H -0.1780 0.4481 1.3046
H -0.0205 2.1567 0.7486
H 1.3578 0.2813 -0.5702
H 0.4522 1.5174 -1.4617
H -0.5813 -1.4561 -0.5397

=====

Arrangement y

11
Properties=species:S:1:pos:R:3 method="wB97M-V/def2-TZVPD" e_lumo_ev=3.8 charge=-1 homo_energy_ha=-0.1129
S 3.7362 -0.5161 1.1594
H 4.0064 0.4703 0.2905
C -1.9374 -0.0625 -0.4384
C -0.5378 0.3918 -0.0728
S 0.5191 -1.0622 0.1387
H -2.3605 -0.6643 0.3636
H -1.8902 -0.6429 -1.3567
H -2.6530 0.7534 -0.5925
H -0.1890 1.0244 -0.8891
H -0.5474 0.9617 0.8497
H 1.8536 -0.6534 0.5476

=====

arrangement x comes first in stability; the runner-up is 0.191 eV higher.

=====

Arrangement w

12
Properties=species:S:1:pos:R:3 method="wB97M-V/def2-TZVPD" e_lumo_ev=0.5 charge=0 homo_energy_ha=-0.3135
C -0.9267 0.4568 0.1690
C 1.5957 0.0099 0.6278
N -1.4781 0.1301 -1.0039
O -1.6842 -0.1272 1.0780
O 0.9595 -1.1505 0.8270
O 1.7531 0.7056 1.4973
S 2.0580 0.0240 -1.1549
H -1.1922 0.4990 -1.8771
H -2.4035 -0.2864 -0.6803
H 0.6980 -1.5266 -0.0601
H -1.6814 -0.1221 1.9936
H 2.3017 1.3873 -1.4166

=====

Arrangement x

12
Properties=species:S:1:pos:R:3 method="wB97M-V/def2-TZVPD" e_lumo_ev="-0.2 / -0.2" charge=0 homo_energy_ha="-0.2978 / -0.2977"
C 0.1175 0.0155 0.5007
C -1.9114 -0.2060 1.5863
N 2.1478 -0.2750 -2.1756
O 0.9064 0.2306 1.3958
O 0.5837 1.7028 -2.1094
O -1.1386 -0.2857 0.4322
S 0.5454 0.2800 -1.9775
H -1.7671 -1.0079 2.4301
H -2.9416 -0.1859 1.3139
H -1.6669 0.7340 1.9972
H 2.8777 0.1353 -1.7354
H 2.2470 -1.1376 -1.6583

=====

arrangement w comes first in stability; the runner-up is 0.667 eV higher.